A 4-piece molecular cluster, C45H80N2O13 overall at a distorted geometry. Source: the Open Molecules 2025 dataset; level of theory: ωB97M-V/def2-TZVPD.

As for the highest occupied orbital energy: -8.12 eV. For the orbital gap, the calculation gives 0.2913 Ha. The value obtained for the maximum force is 1.288 eV/A. As for the structure (SMILES): C[C@H](O)COc1ccc2c(c1)C(=O)N(CCCCCCCCCCCCn1cccc1)C2=O.COCCOCCOC.COCCOCCOC.COCCOCCOC.

Last column: Löwdin charge in e.
Element x y z (Å)
C1 -0.39812 2.14233 1.47590  -0.01
C2 -1.21692 1.79095 0.23338  -0.39
O1 -1.73227 3.00341 -0.35370  -0.05
C3 -2.43344 0.93051 0.52613  -0.12
O2 -2.15904 -0.30831 1.20405  -0.04
C4 -0.99980 -0.94693 0.86599  -0.27
C5 -0.07420 -1.12928 1.89460  0.02
C6 1.15285 -1.72678 1.67625  0.03
C7 1.43995 -2.15597 0.39313  -0.09
C8 0.51558 -2.01774 -0.61114  -0.08
C9 -0.70713 -1.41021 -0.41356  0.08
C10 1.10601 -2.61603 -1.84953  -0.36
O3 0.77357 -2.44538 -2.98001  0.15
N1 2.25544 -3.37029 -1.44466  0.05
C11 2.07248 -4.83308 -1.17479  -0.12
C12 1.07964 -5.57860 -2.08172  -0.17
C13 -0.27396 -5.82073 -1.40356  -0.19
C14 -1.25066 -6.65229 -2.25723  -0.21
C15 -1.30979 -6.33586 -3.74888  -0.20
C16 -1.97196 -5.00778 -4.17892  -0.19
C17 -2.99225 -4.44194 -3.20543  -0.23
C18 -3.75982 -3.27523 -3.81586  -0.20
C19 -4.65985 -2.52456 -2.82324  -0.20
C20 -6.07902 -3.10895 -2.69201  -0.18
C21 -6.44849 -3.67083 -1.30754  -0.19
C22 -5.32003 -4.37374 -0.58832  -0.14
N2 -5.76049 -4.99066 0.67307  -0.11
C23 -6.92664 -4.79971 1.35226  -0.10
C24 -6.87949 -5.57615 2.48494  -0.11
C25 -5.65278 -6.25631 2.48432  -0.11
C26 -4.97635 -5.87107 1.35337  -0.11
C27 2.65430 -2.78960 -0.18147  -0.38
O4 3.74709 -2.82939 0.27483  0.17
H1 -0.10275 3.18354 1.43308  0.09
H2 0.52887 1.57400 1.46185  0.08
H3 -0.89732 1.87901 2.40308  0.09
H4 -0.59159 1.37496 -0.54310  0.11
H5 -2.01008 3.54537 0.39012  0.09
H6 -2.92589 0.71802 -0.41861  0.13
H7 -3.11519 1.49287 1.15341  0.14
H8 -0.33195 -0.78232 2.88267  0.13
H9 1.87737 -1.85352 2.46420  0.12
H10 -1.39376 -1.29335 -1.23542  0.13
H11 1.80693 -5.00615 -0.12995  0.13
H12 3.04815 -5.28182 -1.31871  0.12
H13 1.51697 -6.56227 -2.23393  0.12
H14 0.97850 -5.10128 -3.04784  0.10
H15 -0.07356 -6.41186 -0.51149  0.11
H16 -0.70440 -4.88389 -1.05250  0.10
H17 -0.89253 -7.67862 -2.17627  0.11
H18 -2.23822 -6.65092 -1.80590  0.10
H19 -1.88279 -7.13271 -4.21792  0.11
H20 -0.31310 -6.39982 -4.17252  0.10
H21 -2.54657 -5.23855 -5.07607  0.11
H22 -1.24614 -4.25878 -4.48372  0.11
H23 -2.52469 -4.11031 -2.28290  0.10
H24 -3.70766 -5.23623 -3.00525  0.11
H25 -4.40926 -3.66790 -4.59737  0.11
H26 -3.06871 -2.58331 -4.29597  0.11
H27 -4.17799 -2.42017 -1.86161  0.08
H28 -4.76029 -1.52440 -3.24008  0.10
H29 -6.78324 -2.30954 -2.90204  0.10
H30 -6.24950 -3.85784 -3.46044  0.11
H31 -6.79905 -2.85352 -0.68164  0.11
H32 -7.29022 -4.34649 -1.43236  0.12
H33 -4.55618 -3.65392 -0.31441  0.12
H34 -4.89687 -5.17071 -1.18845  0.11
H35 -7.70371 -4.14473 1.02060  0.11
H36 -7.65643 -5.65776 3.22068  0.09
H37 -5.31835 -6.95039 3.23043  0.09
H38 -4.00772 -6.19075 1.02328  0.11
C28 0.74896 -0.08074 10.55152  -0.11
O5 0.36328 -0.88977 9.46496  -0.20
C29 -0.75269 -0.35388 8.77693  -0.21
C30 -0.96462 -1.07540 7.46596  -0.18
O6 -0.11999 -0.61666 6.41885  -0.14
C31 1.23264 -1.04828 6.46276  -0.18
C32 1.42456 -2.48028 6.01858  -0.21
O7 1.12873 -3.38039 7.06961  -0.19
C33 0.98220 -4.70244 6.60452  -0.11
H39 -0.06773 0.02428 11.27549  0.09
H40 1.59276 -0.56311 11.04023  0.09
H41 1.06080 0.91313 10.20928  0.09
H42 -0.59751 0.71527 8.58450  0.13
H43 -1.64596 -0.47972 9.40533  0.13
H44 -1.97921 -0.85707 7.12719  0.13
H45 -0.88232 -2.15591 7.59660  0.12
H46 1.67343 -0.88053 7.44721  0.12
H47 1.75581 -0.40738 5.74912  0.13
H48 2.47269 -2.63084 5.72087  0.13
H49 0.77338 -2.68072 5.15686  0.12
H50 0.13891 -4.78141 5.90816  0.09
H51 0.78340 -5.33577 7.46636  0.09
H52 1.89673 -5.05167 6.11064  0.09
C34 2.08191 4.68036 -7.61877  -0.11
O8 1.80724 4.13384 -6.35064  -0.20
C35 2.28037 4.96317 -5.30459  -0.21
C36 1.72929 4.50617 -3.97300  -0.18
O9 0.41171 4.96832 -3.71410  -0.13
C37 -0.63811 4.30234 -4.40218  -0.18
C38 -0.97456 2.94818 -3.82331  -0.19
O10 -0.07084 1.95515 -4.29473  -0.19
C39 -0.16866 0.78370 -3.52129  -0.11
H53 3.15998 4.81695 -7.76549  0.09
H54 1.71034 3.98344 -8.36707  0.09
H55 1.57303 5.64285 -7.74979  0.09
H56 1.98158 6.00354 -5.48555  0.13
H57 3.37803 4.90237 -5.28052  0.13
H58 2.34322 4.95320 -3.18765  0.12
H59 1.79739 3.42135 -3.86869  0.13
H60 -0.42888 4.23200 -5.47153  0.12
H61 -1.51249 4.94358 -4.27409  0.13
H62 -1.98760 2.65652 -4.13811  0.13
H63 -0.94115 2.99602 -2.72849  0.11
H64 0.14453 0.97818 -2.48797  0.07
H65 0.49231 0.03228 -3.94589  0.08
H66 -1.19659 0.39575 -3.52675  0.09
C40 8.31960 8.71029 -1.42910  -0.11
O11 7.11975 8.06179 -1.07883  -0.20
C41 7.34113 6.99352 -0.17529  -0.21
C42 6.03225 6.50418 0.40144  -0.18
O12 5.55224 7.29171 1.48133  -0.13
C43 4.95896 8.53680 1.14177  -0.18
C44 3.55878 8.41034 0.58596  -0.21
O13 3.59718 8.06959 -0.78777  -0.20
C45 2.34161 7.63326 -1.25775  -0.11
H67 9.02130 8.01422 -1.90397  0.09
H68 8.07481 9.50027 -2.13600  0.09
H69 8.79413 9.15968 -0.54870  0.09
H70 7.99901 7.32077 0.63962  0.13
H71 7.82536 6.16961 -0.71903  0.13
H72 6.20929 5.51548 0.82972  0.13
H73 5.27661 6.39925 -0.37962  0.12
H74 5.59760 9.10918 0.46617  0.12
H75 4.89298 9.08456 2.08407  0.13
H76 3.03826 9.37288 0.69358  0.13
H77 3.01298 7.64293 1.14931  0.13
H78 2.03083 6.71832 -0.73960  0.09
H79 2.44070 7.41413 -2.31887  0.08
H80 1.57892 8.40958 -1.12727  0.09

***

C45H80NO20Rb as an isolated structure at a distorted geometry. Source: the Open Molecules 2025 dataset; level of theory: ωB97M-V/def2-TZVPD.

As for the highest occupied orbital energy: -5.16 eV. For the orbital gap, the calculation gives 0.1803 Ha. The value obtained for the maximum force is 5.324 eV/A.

Last column: Löwdin charge in e.
Element x y z (Å)
Rb1 -12.74937 1.73718 -35.55095  0.79
C1 -12.11833 7.25651 -34.92260  -0.03
C2 -11.95725 5.91189 -35.71520  -0.48
C3 -11.05076 6.21464 -36.96366  -0.13
C4 -9.56812 6.24159 -36.59146  -0.19
C5 -9.16073 4.94915 -35.95858  -0.16
C6 -9.97875 4.63139 -34.67937  -0.48
N1 -11.43340 4.75548 -34.93676  -0.18
O1 -12.29876 4.34441 -33.78454  -0.36
C7 -9.47950 5.55789 -33.50602  -0.04
C8 -9.61841 3.13740 -34.41397  -0.05
C9 -13.34763 5.61726 -36.26514  -0.06
H1 -11.21897 7.49106 -34.35319  0.06
H2 -12.80703 7.20549 -34.07927  0.07
H3 -12.39735 8.08191 -35.57753  0.08
H4 -11.34567 7.14069 -37.45718  0.11
H5 -11.19636 5.47240 -37.74851  0.10
H6 -9.37780 7.04798 -35.88322  0.10
H7 -8.92898 6.49448 -37.43741  0.10
H8 -8.10648 4.93428 -35.68210  0.12
H9 -9.27337 4.11282 -36.64847  0.10
H10 -9.04364 6.46964 -33.91448  0.06
H11 -8.65315 5.15062 -32.92347  0.07
H12 -10.20594 5.79516 -32.72878  0.07
H13 -9.90245 2.87389 -33.39516  0.06
H14 -8.56531 2.96775 -34.63827  0.08
H15 -10.18361 2.55006 -35.13763  0.02
H16 -13.63780 6.31518 -37.05052  0.09
H17 -14.09181 5.61394 -35.46871  0.08
H18 -13.38900 4.63071 -36.72677  0.06
C10 -16.72412 3.35946 -38.67102  -0.16
C11 -16.32894 2.62512 -37.40057  -0.14
C12 -16.50040 3.73534 -36.36110  -0.19
O2 -16.57375 4.99068 -37.03816  -0.12
C13 -16.31022 4.79514 -38.43385  -0.18
H19 -17.78274 3.30637 -38.92515  0.12
H20 -16.19433 2.92386 -39.51818  0.09
H21 -15.33320 2.18308 -37.43524  0.09
H22 -16.93408 1.76169 -37.12417  0.11
H23 -15.66251 3.73304 -35.66393  0.10
H24 -17.39231 3.68797 -35.73633  0.12
H25 -15.23239 4.89328 -38.56332  0.11
H26 -16.87674 5.47642 -39.06867  0.12
C14 -12.97156 -2.88230 -36.44474  -0.16
C15 -12.96376 -2.76772 -37.93297  -0.17
C16 -13.10657 -1.25326 -38.13320  -0.17
O3 -13.83475 -0.84634 -36.95571  -0.19
C17 -14.11326 -1.91720 -36.10894  -0.21
H27 -12.04931 -2.54520 -35.97153  0.11
H28 -13.23558 -3.85958 -36.04060  0.11
H29 -13.77384 -3.36566 -38.35050  0.12
H30 -12.02332 -2.95737 -38.45037  0.11
H31 -13.60919 -1.03675 -39.07586  0.12
H32 -12.10088 -0.83527 -38.17768  0.09
H33 -15.08603 -2.29714 -36.42115  0.12
H34 -14.09965 -1.56990 -35.07584  0.11
C18 -9.69976 2.99120 -39.75085  -0.16
C19 -8.43411 2.21798 -40.02183  -0.17
C20 -8.21649 2.58426 -41.47543  -0.21
O4 -8.72851 3.89774 -41.67194  -0.14
C21 -9.45950 4.28284 -40.51212  -0.19
H35 -9.85444 3.17384 -38.68745  0.11
H36 -10.55224 2.50916 -40.22940  0.10
H37 -8.46608 1.13610 -39.89283  0.11
H38 -7.57882 2.54236 -39.42907  0.12
H39 -8.87430 1.96497 -42.08525  0.11
H40 -7.19375 2.45940 -41.83111  0.12
H41 -10.39672 4.72007 -40.85644  0.11
H42 -8.80307 5.03187 -40.06921  0.12
C22 -8.39468 -0.70260 -35.10424  -0.14
C23 -8.33771 -0.01362 -36.50667  -0.15
C24 -9.74048 -0.23661 -36.91809  -0.24
O5 -10.53121 -0.05277 -35.74082  -0.25
C25 -9.78156 -0.39278 -34.54864  -0.17
H43 -7.59389 -0.30567 -34.48030  0.11
H44 -8.10446 -1.73708 -35.28787  0.11
H45 -7.62747 -0.52353 -37.15756  0.12
H46 -8.14051 1.05790 -36.53904  0.11
H47 -9.92880 -1.22413 -37.33932  0.12
H48 -10.00601 0.46857 -37.70570  0.11
H49 -10.15890 -1.36456 -34.23028  0.11
H50 -9.72213 0.27851 -33.69194  0.12
C26 -12.93739 2.88516 -30.49604  0.00
C27 -11.46873 2.39642 -30.60890  -0.31
C28 -10.39981 3.44322 -30.35620  -0.09
O6 -9.37749 2.72031 -29.70307  0.08
C29 -9.84500 1.56257 -29.21284  -0.48
O7 -9.15955 0.64830 -28.74527  0.11
O8 -11.17317 1.41781 -29.60824  0.05
H51 -13.54415 1.99633 -30.66904  0.07
H52 -13.08795 3.67226 -31.23490  0.07
H53 -13.17169 3.36242 -29.54450  0.09
H54 -11.28794 1.98389 -31.60150  0.14
H55 -10.75364 4.24335 -29.70605  0.14
H56 -10.12977 3.87031 -31.32200  0.11
C30 -18.96749 -0.01188 -31.72324  0.00
C31 -17.74236 -0.66756 -32.42730  -0.31
C32 -18.05834 -1.34780 -33.75253  -0.08
O9 -17.07133 -0.86472 -34.63833  0.08
C33 -16.49548 0.21118 -34.10488  -0.53
O10 -15.79617 0.97212 -34.73163  0.13
O11 -16.90480 0.35386 -32.83961  0.08
H57 -18.69707 0.73568 -30.97748  0.08
H58 -19.54151 -0.77526 -31.19801  0.09
H59 -19.51466 0.55109 -32.47939  0.09
H60 -17.30184 -1.37528 -31.72504  0.11
H61 -19.04239 -1.12754 -34.16634  0.14
H62 -17.89589 -2.42181 -33.66212  0.14
C34 -15.96554 4.44414 -31.45780  0.01
C35 -16.94583 4.07606 -32.60575  -0.27
C36 -18.19241 3.28513 -32.25658  -0.06
O12 -19.26746 4.14187 -32.66826  0.10
C37 -18.86530 5.21113 -33.22320  -0.59
O13 -19.62920 6.13694 -33.57990  0.09
O14 -17.53417 5.21917 -33.22529  0.10
H63 -15.68241 3.57495 -30.86414  0.07
H64 -16.49043 5.11653 -30.77922  0.09
H65 -15.00064 4.83028 -31.78640  0.08
H66 -16.33679 3.55071 -33.34140  0.13
H67 -18.28410 3.13827 -31.18042  0.13
H68 -18.27037 2.30082 -32.71828  0.10
C38 -12.83637 3.96308 -42.46461  0.00
C39 -13.72275 3.31389 -41.41610  -0.36
C40 -14.09557 1.85053 -41.70440  -0.06
O15 -13.94319 1.26214 -40.41781  0.07
C41 -13.26030 2.09027 -39.62000  -0.55
O16 -12.83299 1.79804 -38.51261  0.05
O17 -13.11327 3.28352 -40.18032  0.10
H69 -12.75091 5.02977 -42.25733  0.10
H70 -13.22997 3.78998 -43.46621  0.09
H71 -11.88564 3.44079 -42.35773  0.08
H72 -14.66606 3.85729 -41.36150  0.15
H73 -13.35688 1.47688 -42.41350  0.13
H74 -15.13050 1.71008 -42.01631  0.14
C42 -15.26388 -2.31195 -30.27449  -0.01
C43 -13.91650 -1.57754 -30.34928  -0.30
C44 -12.75087 -2.40034 -30.81024  -0.10
O18 -12.31737 -1.73719 -31.96725  0.10
C45 -13.09946 -0.67131 -32.21645  -0.53
O19 -13.02481 0.02208 -33.22118  0.05
O20 -14.08594 -0.59851 -31.34162  0.10
H75 -15.47026 -2.81412 -31.21965  0.09
H76 -16.16450 -1.73491 -30.06469  0.07
H77 -15.25844 -3.09696 -29.51830  0.09
H78 -13.68780 -1.11383 -29.38971  0.16
H79 -13.09990 -3.40457 -31.05066  0.13
H80 -12.05526 -2.61218 -29.99825  0.15

***

Q: maximum force of number 1 (C45H80N2O13)?
A: 1.288 eV/A